{
  "formula": "C26H18Cl10MnN2O3S2Si",
  "method": "the ωB97M-V functional and the def2-TZVPD basis",
  "energy_ev": -222469.5183,
  "lumo_ev": [3.800, 3.800],
  "gap_ev": [3.91, 5.53],
  "charge": -2,
  "multiplicity": 6,
  "species": ["Mn", "Cl", "C", "C", "C", "Cl", "C", "Cl", "C", "Cl", "C", "Cl", "Cl", "C", "C", "C", "Cl", "C", "Cl", "C", "Cl", "C", "Cl", "O", "S", "O", "N", "C", "S", "C", "C", "C", "C", "C", "C", "H", "H", "H", "H", "C", "Si", "C", "C", "C", "C", "H", "H", "H", "H", "H", "H", "H", "H", "H", "C", "C", "N", "O", "H", "H", "H", "H", "H"],
  "xyz": [[0.0532, -0.2173, -0.8197], [0.3487, -0.6971, -3.0786], [1.2115, 0.8257, -2.9292], [0.9843, 1.4319, -1.7080], [1.6164, 2.6459, -1.5557], [1.3584, 3.5618, -0.0805], [2.4416, 3.2064, -2.5388], [3.2199, 4.7395, -2.2860], [2.6478, 2.5286, -3.7447], [3.6535, 3.2032, -4.9841], [2.0156, 1.3074, -3.9478], [2.2102, 0.4184, -5.4149], [3.0675, 0.1513, 0.6444], [1.7012, 0.7077, 1.5911], [0.4008, 0.5577, 1.0923], [-0.5646, 1.1797, 1.8806], [-2.2285, 1.1778, 1.3409], [-0.2966, 1.8680, 3.0646], [-1.5682, 2.6458, 3.9604], [1.0056, 1.9326, 3.5444], [1.3583, 2.7473, 5.0353], [2.0171, 1.3467, 2.7967], [3.6578, 1.4600, 3.3642], [-2.9666, -4.9188, -3.9379], [-2.8834, -3.5845, -4.5080], [-2.2822, -3.5200, -5.8253], [-2.2133, -2.5448, -3.4621], [-3.1643, -1.7353, -2.9174], [-2.8341, -0.6373, -1.5502], [-4.4670, -1.8546, -3.4762], [-5.6705, -1.1554, -3.2156], [-6.7957, -1.4528, -3.9576], [-6.7837, -2.4351, -4.9723], [-5.6088, -3.1408, -5.2304], [-4.4811, -2.8493, -4.4882], [-5.6960, -0.3978, -2.4367], [-7.7161, -0.9102, -3.7630], [-7.6810, -2.6401, -5.5429], [-5.5774, -3.9098, -5.9967], [-4.9446, -2.8422, 0.0078], [-3.2919, -3.3545, 0.6888], [-3.1046, -2.6487, 2.4136], [-3.3590, -5.2338, 0.8078], [-1.8207, -2.9113, -0.3799], [-1.6042, -1.4130, -0.5186], [-5.7351, -3.2488, 0.6585], [-5.0889, -3.2373, -1.0053], [-5.0483, -1.7530, -0.0433], [-4.0720, -2.6704, 2.9350], [-2.7597, -1.6068, 2.3659], [-2.3891, -3.2288, 3.0184], [-4.3513, -5.5671, 1.1458], [-2.6123, -5.6545, 1.4949], [-3.1825, -5.6594, -0.1896], [-0.5670, -3.7162, 0.1167], [0.5155, -2.7740, 0.5306], [0.6794, -2.5982, 1.8689], [1.2050, -2.1672, -0.2675], [-0.8013, -4.3782, 0.9581], [-0.1931, -4.3273, -0.7005], [-2.0908, -3.3444, -1.3539], [-0.1368, -2.7747, 2.4347], [1.1729, -1.7519, 2.1053]],
  "forces_ev_per_a": [[-1.12, 0.05, 1.76], [0.06, -0.29, -0.99], [0.07, -0.01, -0.20], [0.25, -0.21, -0.43], [0.09, 0.47, 0.08], [0.06, -0.04, -0.09], [-0.03, 0.00, 0.02], [-0.06, -0.11, -0.04], [-0.01, 0.13, 0.16], [-0.05, -0.04, 0.09], [0.00, -0.12, -0.11], [0.04, 0.04, -0.01], [-0.15, -0.04, -0.06], [0.10, 0.09, 0.27], [0.26, 0.12, 0.02], [-0.32, 0.11, 0.13], [0.11, 0.06, -0.02], [-0.21, -0.03, 0.00], [0.13, -0.07, -0.03], [-0.01, 0.07, 0.06], [-0.01, -0.06, -0.09], [0.13, -0.12, -0.17], [-0.14, -0.02, -0.05], [0.09, -0.08, -0.03], [-0.14, 0.31, 0.14], [0.05, -0.03, 0.06], [-0.09, 0.32, 0.20], [0.12, -0.43, -0.06], [0.27, -0.02, -0.14], [-0.06, 0.06, -0.10], [0.00, -0.06, -0.01], [0.09, -0.04, -0.03], [0.12, 0.06, 0.10], [0.08, 0.03, 0.12], [-0.27, 0.11, -0.05], [-0.01, -0.07, -0.10], [0.03, -0.02, 0.01], [0.00, 0.01, 0.00], [0.01, 0.05, 0.05], [-0.30, 0.14, -0.07], [-0.03, -0.06, 0.05], [0.09, 0.11, 0.37], [-0.04, -0.32, 0.05], [0.09, 0.10, -0.10], [0.36, -0.29, -0.55], [0.12, 0.08, -0.15], [-0.01, 0.07, 0.13], [-0.01, -0.18, 0.00], [0.20, 0.01, -0.01], [-0.08, -0.17, 0.00], [-0.15, 0.13, -0.09], [0.20, 0.05, -0.06], [-0.13, 0.06, -0.13], [-0.06, 0.02, 0.16], [-0.21, 0.15, 0.03], [-0.36, -0.23, 0.22], [-0.14, 0.02, 0.33], [0.68, 0.08, -0.60], [0.01, -0.01, -0.11], [0.08, -0.03, -0.07], [0.08, 0.04, 0.03], [0.04, -0.06, 0.04], [0.10, 0.11, 0.06]]
}



{
  "formula": "C20H26GeIrN4O2S4Se",
  "method": "the ωB97M-V functional and the def2-TZVPD basis",
  "energy_ev": -199255.9264,
  "lumo_ev": -3.865,
  "gap_ev": 7.22,
  "e_above_lowest_ev": 0.0000,
  "charge": 1,
  "multiplicity": 1,
  "species": ["Ir", "C", "S", "C", "S", "N", "N", "C", "C", "C", "C", "C", "C", "N", "H", "H", "H", "H", "H", "H", "H", "H", "O", "S", "O", "N", "C", "S", "C", "C", "C", "C", "C", "C", "H", "H", "H", "H", "C", "Ge", "C", "C", "C", "Se", "C", "H", "H", "H", "H", "H", "H", "H", "H", "H", "H", "H", "H", "H", "H"],
  "xyz": [[0.3154, 0.4222, -0.5027], [-1.5323, 5.3130, 0.1887], [-0.3848, 4.6672, 1.4162], [-0.0192, 3.0818, 0.8179], [-0.7900, 2.4679, -0.6074], [0.8567, 2.4531, 1.5660], [1.1422, 1.1985, 1.1215], [2.0600, 0.5050, 1.7001], [2.3214, -0.8207, 1.1457], [3.2527, -1.6937, 1.6769], [3.4033, -2.9463, 1.0990], [2.6171, -3.2898, 0.0139], [1.7067, -2.3669, -0.4790], [1.5695, -1.1613, 0.0696], [-1.7745, 6.3167, 0.5329], [-2.4415, 4.7187, 0.1444], [-1.0654, 5.3710, -0.7912], [2.6028, 0.9088, 2.5454], [3.8414, -1.3939, 2.5328], [4.1233, -3.6467, 1.4996], [2.6971, -4.2591, -0.4560], [1.0636, -2.5897, -1.3212], [-0.7390, -2.6505, -2.7816], [-0.9561, -1.3570, -3.3622], [-2.2931, -0.8989, -3.5613], [-0.0884, -0.2443, -2.4556], [0.9483, 0.2375, -3.1070], [1.9427, 1.1820, -2.1213], [1.0525, -0.1942, -4.5074], [1.9674, 0.1728, -5.4763], [1.8356, -0.3911, -6.7399], [0.8180, -1.2972, -7.0190], [-0.1039, -1.6694, -6.0442], [0.0425, -1.1013, -4.7989], [2.7552, 0.8812, -5.2556], [2.5337, -0.1204, -7.5201], [0.7390, -1.7196, -8.0115], [-0.8980, -2.3717, -6.2582], [-0.1677, 1.4144, 4.7333], [-1.2440, -0.0376, 4.0144], [-0.1942, -1.6710, 3.7839], [-2.7807, -0.3913, 5.1566], [-2.0067, 0.5158, 2.2535], [-1.5559, -0.6285, 0.7501], [-3.0972, -0.2086, -0.3480], [0.1971, 1.1360, 5.7228], [-0.7712, 2.3169, 4.8360], [0.6802, 1.6548, 4.0947], [0.2110, -1.9762, 4.7494], [0.6431, -1.5232, 3.1008], [-0.8085, -2.4856, 3.3999], [-2.4548, -0.6824, 6.1552], [-3.3926, -1.1968, 4.7497], [-3.3996, 0.5016, 5.2490], [-1.7703, 1.5439, 1.9884], [-3.0917, 0.4305, 2.3323], [-3.9770, -0.5533, 0.1902], [-3.0063, -0.7376, -1.2917], [-3.1349, 0.8644, -0.5134]],
  "forces_ev_per_a": [[0.00, 0.01, 0.03], [-0.01, -0.01, 0.01], [0.00, 0.01, 0.00], [0.00, 0.02, 0.00], [0.00, 0.03, 0.01], [0.01, -0.04, 0.01], [-0.01, 0.08, -0.03], [0.03, -0.06, 0.00], [-0.02, 0.05, 0.02], [0.01, -0.02, 0.01], [0.01, 0.01, 0.02], [-0.01, 0.00, -0.01], [0.01, 0.00, 0.01], [0.00, -0.02, -0.03], [0.00, 0.00, 0.00], [0.00, 0.00, 0.00], [0.00, 0.00, 0.00], [0.00, 0.00, -0.01], [0.00, 0.00, 0.00], [0.00, 0.00, 0.00], [0.00, 0.00, 0.00], [0.00, 0.00, 0.00], [0.00, 0.01, 0.00], [-0.01, -0.01, 0.00], [-0.01, 0.01, 0.01], [-0.04, -0.06, 0.04], [-0.02, -0.02, -0.03], [0.06, 0.02, 0.01], [0.00, 0.00, 0.02], [0.00, 0.00, -0.01], [0.01, 0.00, 0.01], [0.00, 0.00, 0.00], [0.00, 0.00, 0.01], [0.00, 0.01, -0.01], [0.00, 0.00, 0.00], [0.00, 0.00, 0.00], [0.00, 0.00, 0.00], [0.00, 0.00, 0.00], [-0.01, 0.00, 0.03], [-0.02, -0.03, -0.04], [0.02, 0.01, 0.00], [0.00, 0.01, 0.02], [0.00, -0.02, 0.02], [-0.03, -0.03, -0.04], [-0.02, 0.00, -0.01], [0.02, 0.02, -0.01], [0.00, -0.01, 0.00], [0.01, 0.01, -0.01], [0.00, 0.00, 0.00], [0.00, -0.01, 0.00], [-0.01, 0.01, 0.00], [0.00, 0.00, 0.00], [0.00, 0.00, -0.01], [0.00, -0.01, 0.00], [0.01, 0.03, 0.01], [0.00, 0.01, -0.01], [0.01, 0.00, 0.01], [0.00, -0.01, -0.02], [0.00, 0.01, 0.01]]
}



{
  "formula": "C9H24FO3Rb3",
  "method": "the ωB97M-V functional and the def2-TZVPD basis",
  "energy_ev": -20521.4961,
  "lumo_ev": [-9.290, -14.677],
  "gap_ev": [9.26, 3.86],
  "charge": 3,
  "multiplicity": 2,
  "species": ["Rb", "Rb", "Rb", "F", "C", "C", "C", "O", "H", "H", "H", "H", "H", "H", "H", "H", "C", "C", "C", "O", "H", "H", "H", "H", "H", "H", "H", "H", "C", "C", "C", "O", "H", "H", "H", "H", "H", "H", "H", "H"],
  "xyz": [[-1.3704, 3.8349, -0.7428], [1.7659, 1.5902, -3.4506], [3.1674, 2.6685, 0.3732], [0.6405, 1.7349, -0.8771], [-4.1675, 0.2573, -0.8271], [-2.7995, 0.7024, -1.0511], [-1.8759, -0.4530, -1.5689], [-2.7701, 1.7779, -1.9357], [-4.6791, 1.0208, -0.2410], [-4.2013, -0.7349, -0.3770], [-4.7872, 0.2762, -1.7236], [-2.2575, 1.1875, -0.2392], [-1.1512, -0.5405, -0.7595], [-1.3008, -0.2023, -2.4602], [-2.3675, -1.3971, -1.8034], [-2.9469, 1.5252, -2.8448], [0.3255, -0.6462, 3.3203], [-0.1678, 0.3594, 2.2241], [-1.2054, 1.4001, 2.6748], [0.9612, 1.1035, 1.7391], [0.9425, -1.3910, 2.8175], [-0.4849, -1.3410, 3.5408], [0.9264, -0.2074, 4.1168], [-0.7276, -0.2266, 1.4951], [-0.8761, 1.7927, 3.6369], [-2.1721, 0.9154, 2.8117], [-1.2663, 2.3860, 2.2140], [0.7288, 1.3648, 0.8450], [4.1739, -1.7660, -1.4042], [2.6325, -1.8342, -1.2853], [2.0875, -1.5028, 0.0488], [1.8378, -0.9794, -2.1495], [4.4867, -2.4550, -2.1888], [4.5902, -2.0578, -0.4400], [4.6016, -0.7824, -1.5979], [2.3500, -2.8787, -1.4167], [2.8547, -1.8352, 0.7481], [1.0916, -1.8680, 0.2996], [2.0402, -0.4139, 0.0375], [1.3702, -0.3844, -1.5588]],
  "forces_ev_per_a": [[-0.31, 0.15, -0.21], [-0.06, -0.32, -0.51], [0.47, 0.08, 0.11], [0.48, 0.34, 1.00], [-1.75, 0.22, 1.05], [2.01, -1.20, -1.78], [0.11, 0.55, 0.57], [0.29, 2.01, -1.33], [-0.18, -0.32, 0.56], [-0.29, 0.19, 0.16], [0.46, -0.43, -0.42], [-0.38, -0.56, 1.03], [0.28, -0.80, -0.15], [-0.07, 0.37, -0.01], [-0.14, 0.10, 0.39], [-0.35, -0.25, -0.09], [-0.38, 0.13, -1.82], [2.93, -1.72, 1.89], [-0.64, 2.00, 1.74], [-1.80, -1.58, 1.76], [0.65, 0.35, -0.37], [-0.42, 0.70, 0.99], [-0.58, -0.04, 0.23], [0.21, 0.24, -1.15], [0.30, -0.64, 0.49], [0.06, -0.06, -0.44], [-0.22, -0.45, -1.11], [-0.56, 0.76, -2.78], [-0.86, 0.15, -0.05], [-0.56, -0.32, -0.30], [1.09, 0.22, 1.55], [0.86, -0.08, -1.17], [0.25, 0.15, 0.14], [0.10, -0.39, -0.17], [-0.28, 0.23, -0.23], [-0.04, -0.05, -0.76], [-0.54, 0.07, 0.69], [0.11, -0.31, -0.25], [0.11, 0.56, 0.74], [-0.34, -0.04, 0.01]]
}